No. 1
ORCA calculation (ωB97M-V/def2-TZVPD) on C4H9N3P as an isolated structure at a distorted geometry.

Calculated values
DFT total energy   -18041.792 eV
M   130.11 g/mol
2S+1   1
Total charge   +1
LUMO energy (alpha / beta)   -5.82 / -5.83 eV

Last column: natural (NBO) charge in e.
Atoms and positions in Å:
1 C -1.3478 -1.5918 -0.0106  -0.08
2 C -1.4942 -0.4916 0.7900  -0.08
3 C -0.3089 -1.3891 -1.0086  -0.46
4 C 0.4858 0.2974 -0.3027  0.08
5 N -1.0580 1.7948 0.9294  -0.23
6 N -0.7313 0.6397 0.5459  -0.02
7 N 0.7051 1.3412 -1.1404  -0.86
8 P 1.8346 0.0000 0.9583  0.39
9 H -1.9635 -2.5459 0.2238  0.29
10 H -2.1152 -0.3265 1.6604  0.26
11 H 0.3366 -2.2903 -1.3028  0.27
12 H -0.5621 -1.0083 -2.0227  0.26
13 H -0.3702 2.5298 0.7744  0.37
14 H 1.3528 1.0826 -1.8752  0.42
15 H -0.1716 1.7786 -1.5360  0.40
16 H 1.0299 -1.0846 1.5905  0.00
17 H 1.4296 0.9155 2.0141  0.00

---

No. 2
ORCA calculation (ωB97M-V/def2-TZVPD) on C3H3LiO3Sm as an isolated structure at a distorted geometry.

Calculated values
DFT total energy   -27395.797 eV
M   244.36 g/mol
2S+1   7
⟨S²⟩   12.007
Total charge   +2
LUMO energy (alpha / beta)   -8.37 / -8.22 eV

Last column: natural (NBO) charge in e.
Atoms and positions in Å:
1 C 0.0698 -0.5953 -0.1771  -0.07
2 C 0.9019 -0.5017 1.0296  -0.09
3 O 1.4264 -0.1057 -0.2391  -0.64
4 C -0.9389 0.5838 -0.7068  0.83
5 O -0.4455 1.6782 -1.0277  -0.81
6 O -2.1224 0.3169 -0.4804  -0.80
7 Li -3.1197 -0.9817 0.3343  0.99
8 H -0.0078 -1.5355 -0.7289  0.24
9 H 1.4593 -1.3559 1.4157  0.25
10 H 0.7727 0.3338 1.7225  0.21
11 Sm 2.0043 2.1633 -1.1419  1.90

---

No. 3
ORCA calculation (ωB97M-V/def2-TZVPD) on a 2-piece molecular cluster, C9H14 overall at a distorted geometry.

Calculated values
DFT total energy   -9559.656 eV
M   122.21 g/mol
2S+1   1
SMILES   Cc1ccccc1.CC
LUMO energy   0.98 eV

Last column: natural (NBO) charge in e.
Atoms and positions in Å:
1 C -0.3278 -1.9416 -1.4979  -0.65
2 C -0.8343 -0.7084 -0.8442  -0.03
3 C -0.6684 -0.5399 0.5374  -0.19
4 C -1.0103 0.6532 1.1360  -0.21
5 C -1.6772 1.6325 0.3875  -0.22
6 C -1.9237 1.4598 -0.9529  -0.21
7 C -1.5014 0.2740 -1.5635  -0.21
8 H -0.7262 -2.8689 -1.0901  0.22
9 H 0.7609 -2.1094 -1.5161  0.22
10 H -0.4364 -2.0070 -2.5858  0.22
11 H -0.1925 -1.3395 1.0840  0.21
12 H -0.6899 0.8740 2.1391  0.21
13 H -2.0688 2.4618 0.9594  0.21
14 H -2.4358 2.1725 -1.5860  0.22
15 H -1.7959 -0.0319 -2.5599  0.21
16 C 2.6004 0.1164 0.6508  -0.60
17 C 3.4857 -0.4324 1.7947  -0.60
18 H 2.0225 -0.6695 0.1732  0.20
19 H 1.9174 0.8678 1.0338  0.20
20 H 3.2668 0.5860 -0.0659  0.20
21 H 4.1932 0.3368 2.0930  0.20
22 H 4.0329 -1.3083 1.4369  0.20
23 H 2.8233 -0.7990 2.5663  0.20

---

No. 4
ORCA calculation (ωB97M-V/def2-TZVPD) on one molecule with the formula C3H7NO2 at a distorted geometry.

Calculated values
DFT total energy   -8809.347 eV
M   89.09 g/mol
2S+1   1
SMILES   C[C@H](N)C(=O)O
LUMO energy   0.68 eV

Last column: natural (NBO) charge in e.
Atoms and positions in Å:
1 C -0.6208 -0.2908 -1.1461  -0.63
2 C -0.4023 0.2929 0.2215  -0.17
3 N 0.2324 1.6589 0.2250  -0.80
4 C 0.4982 -0.4789 1.1689  0.79
5 O 0.6592 -0.2314 2.3230  -0.54
6 O 1.1840 -1.4901 0.5416  -0.73
7 H -1.1684 -1.2255 -0.9825  0.22
8 H 0.2346 -0.4689 -1.7997  0.23
9 H -1.2305 0.3260 -1.8108  0.21
10 H -1.2939 0.3764 0.8510  0.23
11 H -0.3212 2.3205 -0.2963  0.35
12 H 1.0718 1.5210 -0.3233  0.34
13 H 1.1569 -2.3100 1.0278  0.50

---

No. 5
ORCA calculation (ωB97M-V/def2-TZVPD) on one molecule with the formula C2H3NO4S2 at a distorted geometry.

Calculated values
DFT total energy   -33466.026 eV
M   169.18 g/mol
2S+1   1
LUMO energy   -0.84 eV

Last column: natural (NBO) charge in e.
Atoms and positions in Å:
1 C 0.8297 0.5233 0.0078  0.80
2 C 1.0990 -0.3882 -1.1470  -0.76
3 N -2.4660 -0.6019 0.7874  0.44
4 O -1.8550 -0.5722 1.7874  -0.32
5 O -0.4365 1.0022 0.2132  -0.61
6 O -3.5391 -1.0445 0.5989  -0.33
7 O 1.8482 0.9215 0.6087  -0.48
8 S -1.7256 0.3932 -0.5702  0.63
9 S 2.3851 1.7419 2.0157  -0.15
10 H 2.1125 -0.7193 -1.0978  0.26
11 H 0.4940 -1.3022 -0.9844  0.25
12 H 1.2537 0.0462 -2.2198  0.27

---

No. 6
ORCA calculation (ωB97M-V/def2-TZVPD) on C15H40AsBaF6NO12P2 as an isolated structure at a distorted geometry.

Calculated values
DFT total energy   -138685.828 eV
M   814.67 g/mol
2S+1   1
Total charge   -2
LUMO energy   3.59 eV

Last column: Löwdin charge in e.
Atoms and positions in Å:
1 Ba -2.0927 0.1722 -0.9526  1.84
2 O -3.1087 -2.1704 -1.7917  -0.62
3 H -2.3043 -2.4155 -2.2892  -0.21
4 O -3.8887 0.8879 -2.7955  -0.70
5 H -3.6290 1.6432 -3.3582  -0.19
6 O -4.3969 -0.2523 0.3517  -0.62
7 H -4.5588 0.3068 1.1364  -0.19
8 As -1.7235 -2.7273 2.2119  0.88
9 F -1.7762 -1.4737 0.9671  -0.45
10 F -2.3501 -1.4872 3.3352  -0.30
11 F -1.6812 -3.8537 3.5853  -0.30
12 F -1.2258 -3.9872 0.9551  -0.30
13 F -0.0270 -2.2956 2.5445  -0.31
14 F -3.3359 -3.2218 1.7081  -0.25
15 C -3.4452 2.3423 2.0925  -0.33
16 O -2.6981 2.1089 1.1383  -0.09
17 N -3.4233 3.5222 2.6895  -0.18
18 C -4.2371 3.6248 3.9801  -0.03
19 C -2.7030 4.6977 2.2816  -0.05
20 H -4.1501 1.6406 2.5647  0.14
21 H -4.9750 4.4122 3.8264  0.08
22 H -3.5485 3.8031 4.8060  0.07
23 H -4.7237 2.6817 4.2289  0.08
24 H -1.8159 4.5562 1.6643  0.09
25 H -3.3816 5.4829 1.9483  0.08
26 H -2.3485 5.1190 3.2223  0.07
27 C 4.2627 0.5088 0.0598  -0.08
28 C 2.8311 0.1877 0.2087  -0.28
29 O 2.3640 1.0507 1.2536  -0.18
30 P 1.1826 2.0435 0.8692  0.53
31 O 0.2011 1.5865 -0.1729  -0.37
32 O 0.6024 2.3774 2.4228  -0.22
33 C -0.0635 1.4250 3.2622  -0.25
34 C -0.4869 2.2060 4.4846  -0.07
35 O 1.9328 3.4520 0.6726  -0.20
36 C 3.0836 3.9007 1.5259  -0.21
37 C 4.1512 4.3901 0.5612  -0.08
38 H 4.8108 -0.2265 -0.5294  0.07
39 H 4.3102 1.4670 -0.4575  0.07
40 H 4.7620 0.4636 1.0277  0.09
41 H 2.2930 0.2700 -0.7357  0.12
42 H 2.8428 -0.8271 0.6064  0.12
43 H -0.9779 0.9908 2.8580  0.11
44 H 0.7181 0.7072 3.5111  0.12
45 H -1.2861 2.9213 4.2899  0.05
46 H -0.7436 1.5251 5.2961  0.08
47 H 0.3594 2.7796 4.8626  0.07
48 H 2.8072 4.7732 2.1180  0.11
49 H 3.4231 3.1237 2.2108  0.11
50 H 4.9433 4.8150 1.1778  0.07
51 H 4.5510 3.6080 -0.0841  0.06
52 H 3.8351 5.3152 0.0792  0.08
53 C 4.5980 -2.6660 -2.4586  -0.06
54 C 3.0774 -2.7092 -2.1001  -0.28
55 O 2.2889 -2.4399 -3.1874  -0.19
56 P 0.6794 -2.4276 -3.2338  0.56
57 O 0.0505 -1.4376 -2.2870  -0.31
58 O 0.5597 -2.0900 -4.8662  -0.19
59 C -0.8109 -2.0718 -5.1767  -0.33
60 C -1.0327 -0.6489 -5.5217  -0.07
61 O 0.2257 -3.9959 -3.1185  -0.17
62 C -0.2240 -4.4601 -1.8320  -0.29
63 C -0.6074 -5.9004 -1.7107  -0.09
64 H 5.3548 -2.7369 -1.6772  0.06
65 H 4.7255 -3.4880 -3.1630  0.07
66 H 4.8490 -1.7379 -2.9721  0.07
67 H 2.7759 -3.7354 -1.8904  0.12
68 H 2.8448 -2.0054 -1.3009  0.09
69 H -0.8620 -2.8013 -5.9851  0.12
70 H -1.5439 -2.4595 -4.4693  0.11
71 H -0.4785 -0.0152 -4.8293  0.08
72 H -0.8267 -0.4252 -6.5684  0.07
73 H -2.0676 -0.3455 -5.3631  0.08
74 H 0.4458 -4.3033 -0.9865  0.11
75 H -1.1090 -3.8801 -1.5704  0.09
76 H -1.6237 -6.2058 -1.9599  0.08
77 H -0.0718 -6.5359 -2.4160  0.06
78 H -0.3779 -6.4286 -0.7853  0.07

---

Energy above the lowest of the compared OMol25 structures with the same formula, charge and spin in eV, matching the order above: 4.428 0.000 0.525 1.181 1.009 4.118